1.
ORCA calculation (the ωB97M-V functional and the def2-TZVPD basis) on C7H14Br3CaNP as an isolated structure.

Results
Multiplicity = 1
Total charge = +1
HOMO energy = -0.349 hartree
F_max = 3.09 eV Å⁻¹

Each line ends with the Mulliken charge.
Atoms and positions in Å:
P1 4.66168 -1.32765 -0.89695  -0.075
Br1 5.11638 -3.46148 -0.24885  -0.423
H1 3.34721 -1.33195 -0.24158  -0.257
H2 4.00946 -1.81764 -2.08841  0.002
H3 5.94590 -1.24619 -1.59416  0.074
H4 5.30320 -0.86420 0.31978  0.024
H5 4.35627 0.02453 -1.32037  -0.016
N1 1.46649 0.07598 -1.03204  -0.174
C1 1.36914 0.79162 0.10977  -0.640
C2 0.55989 1.90726 0.25334  -0.794
C3 -0.19388 2.31877 -0.84073  -0.198
C4 -0.11353 1.60335 -2.03104  -0.444
C5 0.72150 0.49856 -2.07649  -0.333
H6 1.97905 0.43284 0.93375  0.998
H7 0.51869 2.44257 1.19515  0.430
H8 -0.83879 3.18954 -0.76651  0.435
H9 -0.68779 1.89863 -2.90185  0.423
H10 0.81579 -0.09474 -2.98170  0.428
Ca1 0.24181 -1.42820 0.72082  1.418
Br2 -5.59078 1.64541 1.77476  -0.080
C6 -5.28812 -0.23604 1.35928  -0.620
C7 -4.53404 -0.92718 2.47113  -0.511
Br3 -2.63773 -0.47118 2.42795  -0.112
H11 -4.77173 -0.27159 0.39642  0.369
H12 -6.28758 -0.66594 1.24669  0.351
H13 -4.56763 -2.01279 2.34283  0.340
H14 -4.90085 -0.67232 3.46903  0.384

Forces on atoms 1 to 6 (eV/Å):
1.5 2.3 -1.5
0.0 -1.6 0.5
-1.5 -0.5 1.2
-0.1 -0.3 0.2
-0.3 -0.2 0.1
-0.4 -0.2 0.0

***

2.
ORCA calculation (the ωB97M-V functional and the def2-TZVPD basis) on C7H14ClN2O2P in the gas phase.

Results
Multiplicity = 1
HOMO energy = -0.338 hartree
F_max = 1.36 eV Å⁻¹
SMILES = C=CC[C@](Cl)(CNC)OC(=O)[PH2]=N

Each line ends with the Mulliken charge.
Atoms and positions in Å:
C1 2.19820 -2.46520 -0.04507  -0.721
C2 0.89629 -2.25600 0.15491  -0.154
C3 0.00533 -1.64914 -0.89498  -1.109
C4 0.04397 -0.10125 -0.93889  0.947
Cl1 0.28319 0.38217 -2.66899  -0.221
C5 1.17396 0.56617 -0.15947  -1.347
N1 0.94729 2.00215 -0.07686  -0.237
C6 2.01144 2.68331 0.67299  -0.870
O1 -1.23336 0.47028 -0.62371  -0.331
C7 -1.78703 0.14734 0.55116  0.340
O2 -1.22039 -0.34512 1.48857  -0.465
P1 -3.61056 0.48297 0.58166  0.370
N2 -4.50841 -0.76163 0.30158  -0.696
H1 2.90667 -2.29185 0.75761  0.279
H2 2.58867 -2.80358 -1.00013  0.295
H3 0.42920 -2.56302 1.08528  0.370
H4 -1.03097 -1.96498 -0.76376  0.226
H5 0.30952 -2.02366 -1.87238  0.622
H6 1.16575 0.18895 0.86148  0.620
H7 2.11283 0.30698 -0.66224  0.506
H8 0.94259 2.37843 -1.01746  0.283
H9 2.67001 3.25105 0.01150  0.307
H10 1.59487 3.36128 1.41834  0.278
H11 2.64427 1.96244 1.19377  0.302
H12 -3.76685 1.53959 -0.33180  0.063
H13 -3.79308 1.11021 1.82578  0.082
H14 -3.97338 -1.60790 0.15110  0.265

Forces on atoms 1 to 6 (eV/Å):
0.1 -0.1 0.1
-0.3 -0.2 -0.2
-0.2 -1.1 -0.2
0.5 0.0 -0.3
-0.2 0.1 0.0
-0.4 0.5 0.1

***

3.
ORCA calculation (the ωB97M-V functional and the def2-TZVPD basis) on C7H14ClNO3Si as an isolated structure.

Results
Multiplicity = 1
HOMO energy = -0.306 hartree
F_max = 3.39 eV Å⁻¹

Each line ends with the Mulliken charge.
Atoms and positions in Å:
Cl1 -2.57689 0.62260 2.92254  -0.216
O1 1.22071 -0.44756 1.41685  -0.440
O2 -1.21624 -1.16974 0.68433  -0.371
O3 -0.56976 1.45572 0.70931  -0.270
N1 0.42299 -0.14281 -1.56820  0.162
C1 1.61914 -1.33912 0.38013  -0.380
C2 -1.77709 -0.77993 -0.53513  -0.395
C3 0.43458 1.90905 -0.19832  -0.238
C4 1.61580 -0.68294 -1.08013  -1.056
C5 -0.85615 -1.01542 -1.69584  -0.903
C6 0.51338 1.30679 -1.57266  -0.916
C7 -0.91932 0.35294 3.19412  -0.619
Si1 -0.36898 0.04196 1.42297  0.431
H1 0.93169 -2.21670 0.45834  0.251
H2 2.62668 -1.64453 0.75336  0.405
H3 -1.97517 0.26084 -0.39567  0.377
H4 -2.80842 -1.11474 -0.68781  0.454
H5 1.42610 1.91585 0.33888  0.285
H6 0.18484 2.96500 -0.38790  0.422
H7 2.38659 0.04065 -1.10001  0.438
H8 1.98205 -1.36090 -1.84565  0.436
H9 -0.66560 -2.07055 -1.74954  0.316
H10 -1.42029 -0.96247 -2.60864  0.439
H11 -0.38008 1.57457 -2.13218  0.385
H12 1.34782 1.61647 -2.21416  0.394
H13 -0.78733 -0.35475 3.97734  0.370
H14 -0.39105 1.23972 3.51369  0.241

Forces on atoms 1 to 6 (eV/Å):
-2.7 0.7 0.2
-1.0 0.8 -0.3
0.2 -0.2 0.8
0.4 0.9 -1.4
-1.7 -0.8 -0.1
0.4 -0.6 -0.1

***

4.
ORCA calculation (the ωB97M-V functional and the def2-TZVPD basis) on C7H14F3IOSi2 as an isolated structure.

Results
Multiplicity = 1
HOMO energy = -0.325 hartree
F_max = 2.17 eV Å⁻¹

Each line ends with the Mulliken charge.
Atoms and positions in Å:
F1 -2.64562 -3.08126 -0.92911  -0.231
C1 -2.83332 -2.18274 -0.02500  0.255
F2 -3.99624 -1.60823 -0.06421  -0.226
C2 -1.92809 -1.84795 0.86774  0.353
F3 -1.28706 -2.86316 1.47445  -0.303
C3 -1.55363 -0.44626 1.23722  -0.309
C4 -1.47454 0.47562 -0.00013  -0.759
Si1 0.26090 0.57436 -0.76513  0.152
C5 1.42381 1.61214 0.28776  -0.767
C6 1.73061 1.05450 1.69370  -0.675
C7 2.49837 -0.28159 1.66186  -0.861
I1 4.06262 -0.33327 3.16096  -0.010
O1 0.05022 1.43875 -2.21110  -0.198
Si2 0.09312 0.53418 -3.63101  0.434
H1 -2.31165 -0.03080 1.91299  0.346
H2 -0.62811 -0.49183 1.81393  0.084
H3 -2.17358 0.19435 -0.78847  0.433
H4 -1.69662 1.50355 0.30581  0.370
H5 0.76478 -0.78761 -1.03478  -0.131
H6 2.38059 1.76431 -0.22238  0.455
H7 0.95984 2.60048 0.37480  0.345
H8 2.40300 1.77250 2.17059  0.550
H9 0.86336 1.01586 2.35311  0.322
H10 1.81276 -1.09569 1.89298  0.374
H11 2.98301 -0.47074 0.70845  0.408
H12 -1.15644 0.83415 -4.36481  -0.140
H13 1.18707 1.06001 -4.47405  -0.154
H14 0.21082 -0.91362 -3.40615  -0.115

Forces on atoms 1 to 6 (eV/Å):
-0.7 -1.9 -0.7
0.5 0.3 0.7
-0.9 1.2 -1.3
0.3 0.6 1.0
1.5 -0.3 -0.5
-1.3 0.0 0.4

***

5.
ORCA calculation (the ωB97M-V functional and the def2-TZVPD basis) on C7H14F3N in the gas phase.

Results
Multiplicity = 1
HOMO energy = -0.365 hartree
F_max = 4.05 eV Å⁻¹
SMILES = CC(C)(C)[C@@](C)(N)C(F)(F)F

Each line ends with the Mulliken charge.
Atoms and positions in Å:
C1 0.40125 -1.80814 -0.47951  -1.925
C2 1.96713 0.13087 0.00177  -1.811
C3 0.56270 -0.79389 1.79764  -1.601
C4 -1.79034 -0.23516 -0.67188  -2.157
C5 0.59667 -0.47847 0.31025  1.765
C6 -0.58252 0.47384 -0.10575  1.274
C7 -0.27119 1.52252 -1.21271  0.573
N1 -1.00116 1.23047 1.07575  -0.765
F1 -1.37584 2.25214 -1.45747  -0.273
F2 0.67100 2.41473 -0.94638  -0.270
F3 0.20719 0.94233 -2.36383  -0.284
H1 -0.57444 -2.15862 -0.28530  0.604
H2 0.96817 -2.66864 -0.20602  0.464
H3 0.46271 -1.56894 -1.61846  0.224
H4 1.93554 1.15237 0.37463  0.455
H5 2.13488 0.40341 -1.09323  0.289
H6 2.66609 -0.55538 0.56062  0.441
H7 1.24317 -0.11404 2.16843  0.513
H8 -0.47168 -0.79128 2.29071  0.309
H9 0.84459 -1.86347 2.12163  0.302
H10 -1.66808 -1.02471 -1.38705  0.518
H11 -2.35068 -0.58907 0.17656  0.479
H12 -2.46948 0.40359 -1.27994  0.318
H13 -0.34846 1.96472 1.41711  0.262
H14 -1.75725 1.75880 0.81243  0.294

Forces on atoms 1 to 6 (eV/Å):
0.2 1.6 -2.1
-0.2 0.3 -0.5
-2.6 -3.0 0.8
-1.9 0.4 -0.5
-0.4 -1.8 -1.7
0.7 1.1 -0.3

***

6.
ORCA calculation (the ωB97M-V functional and the def2-TZVPD basis) on C7H14F6N2O10S2V as an isolated structure.

Results
Multiplicity = 1
Total charge = -1
HOMO energy = -0.199 hartree
F_max = 11.48 eV Å⁻¹

Each line ends with the Mulliken charge.
Atoms and positions in Å:
O1 0.59555 -1.75000 0.55903  -0.625
V1 1.46679 -0.36594 0.63118  1.888
O2 2.47348 -0.56651 1.84971  -0.671
C1 -1.12499 3.87903 -0.99205  -1.221
C2 -1.80835 2.95156 0.04530  0.418
C3 -2.98983 2.25074 -0.64640  -1.208
O3 -0.94628 2.08447 0.77081  -0.680
H1 -0.72005 3.25718 -1.79044  0.272
H2 -0.35030 4.36208 -0.39656  0.310
H3 -1.73528 4.68546 -1.39864  0.393
H4 -2.30429 3.61094 0.75760  0.136
H5 -2.78006 1.25887 -1.04674  0.290
H6 -3.35421 2.77343 -1.53079  0.346
H7 -3.84762 2.23642 0.02598  0.306
C4 2.78491 -2.73843 -3.18520  0.652
F1 2.44769 -3.19170 -1.98269  -0.194
F2 4.14077 -2.74135 -3.35324  -0.224
F3 2.25740 -3.37864 -4.19823  -0.193
S1 2.25835 -0.82840 -3.33938  0.859
O4 2.68010 -0.45312 -4.69751  -0.555
O5 0.79835 -0.82920 -3.14466  -0.628
N1 3.02505 -0.04673 -1.96442  -0.090
S2 4.07828 0.70821 -2.60618  0.797
O6 5.25403 -0.07292 -2.99990  -0.618
O7 3.67722 1.78434 -3.50567  -0.618
C5 4.68811 1.68247 -0.95831  0.569
F4 5.50879 2.70345 -1.26577  -0.231
F5 3.62735 2.19105 -0.31357  -0.221
F6 5.37426 0.88095 -0.12143  -0.235
C6 -0.92560 -0.75962 4.91152  -0.398
O8 -1.94823 -0.09661 4.17613  -0.500
H8 -1.27725 -1.77104 5.11513  0.199
H9 -0.06223 -0.94204 4.27165  0.144
H10 -0.78727 -0.30384 5.89194  0.234
H11 -1.66537 0.15821 3.29485  0.299
C7 -4.35632 -2.66337 1.76997  -0.666
N2 -3.72034 -3.97280 2.03268  0.869
O9 -3.19877 -4.11412 3.12144  -0.511
O10 -3.72613 -4.81523 1.13443  -0.528
H12 -4.99531 -2.38519 2.60807  0.256
H13 -4.95395 -2.73371 0.86113  0.302
H14 -3.55844 -1.93836 1.60922  0.276

Forces on atoms 1 to 6 (eV/Å):
2.1 3.6 0.1
-1.1 -2.9 0.3
-1.5 0.7 -1.8
0.6 -0.4 1.3
0.2 -1.0 -0.9
-0.5 -0.2 -0.2